The following is a DFT calculation (ωB97M-V/def2-TZVPD) of C18H10BrMoN4O4 as an isolated structure.

Max |F| ... 0.7 eV Å⁻¹
2S+1 ... 3
⟨S²⟩ ... 2.028
Energy relative to the best compared isomer or geometry (same formula, charge and spin) ... 0.000 eV
E_HOMO (spin up / spin down) ... -18.904 / -18.960 eV
Kohn-Sham gap (spin up / spin down) ... 5.45 / 6.09 eV
Net charge ... +3
Molecular weight ... 522.146 g mol⁻¹
LUMO energy (spin up / spin down) ... -13.453 / -12.874 eV

Each line ends with the Löwdin spin population.
CARTESIAN COORDINATES (ANGSTROEM)
Mo  0.4097  0.6141  0.4068  1.95
Br  0.9428  3.7042  1.1609  0.00
O  -0.8458  0.0137  -0.7150  -0.05
O  -2.6300  0.0846  -2.2189  -0.01
O  5.5188  -2.5920  4.4181  0.00
O  5.0002  -4.5848  3.7845  0.00
N  4.8609  -3.3907  3.7843  0.00
N  2.0521  0.2606  1.7625  -0.01
N  -0.7346  2.3725  -0.3901  0.01
N  0.7040  -1.5343  0.4461  0.01
C  -1.9357  0.7304  -1.5678  0.01
C  3.7718  -2.8508  2.9149  0.00
C  -1.1685  4.7172  -0.5280  0.00
C  2.4460  -1.0510  1.9681  0.00
C  -0.0111  -2.4286  -0.2466  0.02
C  2.7498  1.2044  2.4449  0.01
C  4.1756  -0.3963  3.4959  0.00
C  1.2233  -4.2816  0.6176  0.03
C  3.7907  0.9109  3.2975  0.00
C  0.2214  -3.8031  -0.1840  0.00
C  1.9977  -3.3652  1.3627  0.00
C  1.7044  -2.0120  1.2465  0.01
C  3.0615  -3.7678  2.2241  0.00
C  -2.1971  4.4760  -1.4226  0.02
C  -1.7357  2.1526  -1.2593  0.01
C  3.4924  -1.4346  2.8165  0.00
C  -2.4947  3.1584  -1.8036  0.00
C  -0.4723  3.6172  -0.0461  0.01
H  -0.7985  -2.0444  -0.8758  0.00
H  3.3119  -4.8155  2.3339  0.00
H  4.9897  -0.6392  4.1615  0.00
H  -0.4010  -4.4603  -0.7751  0.00
H  4.2967  1.7211  3.8047  0.00
H  -2.7684  5.3035  -1.8254  0.00
H  1.4241  -5.3443  0.6839  0.00
H  -0.9084  5.7185  -0.2097  0.00
H  2.4616  2.2251  2.3003  0.00
H  -3.2918  2.9317  -2.5007  0.00